No. 1
{"formula": "C30H37GaN4", "method": "wB97M-V/def2-TZVPD", "total_charge": 2, "homo_energy_ev": -13.877, "species": ["Ga", "C", "C", "C", "C", "C", "C", "C", "C", "C", "C", "C", "C", "N", "C", "C", "C", "C", "C", "N", "C", "C", "C", "C", "H", "H", "H", "H", "H", "H", "H", "H", "H", "H", "H", "H", "H", "H", "H", "H", "H", "H", "H", "H", "H", "H", "H", "H", "H", "H", "H", "H", "H", "N", "C", "C", "C", "C", "C", "C", "C", "C", "N", "C", "H", "H", "H", "H", "H", "H", "H", "H"], "coordinates": [[0.441243, -0.374035, 0.234611], [3.279843, 1.956579, -3.130888], [2.030433, 1.217921, -2.644316], [1.677364, 0.074807, -3.606129], [0.838484, 2.141142, -2.474765], [0.429411, 2.915031, -3.553764], [-0.658693, 3.764808, -3.451545], [-1.371010, 3.834556, -2.268879], [-1.012894, 3.071215, -1.160854], [-1.875099, 3.152199, 0.086955], [-1.770814, 4.524315, 0.756193], [-3.337279, 2.825391, -0.236922], [0.113994, 2.245873, -1.280304], [0.548162, 1.489052, -0.131520], [0.988121, 2.095226, 0.960000], [1.268891, 1.328797, 2.085772], [1.750028, 1.616592, 3.364131], [1.823534, 0.409588, 4.044078], [1.386322, -0.602872, 3.181516], [1.044990, -0.053634, 1.990973], [1.206337, -2.062907, 3.503714], [2.313293, -2.530862, 4.454211], [1.239716, -2.918794, 2.237248], [-0.162863, -2.229538, 4.185414], [4.143173, 1.289753, -3.133405], [3.508508, 2.809197, -2.492490], [3.148694, 2.323990, -4.148914], [2.290879, 0.803572, -1.663533], [1.528864, 0.462379, -4.614844], [0.732105, -0.423445, -3.351185], [2.486271, -0.660165, -3.680376], [0.979914, 2.868160, -4.485022], [-0.951261, 4.372735, -4.297244], [-2.229901, 4.490849, -2.204724], [-1.527009, 2.409034, 0.809801], [-2.109449, 5.309957, 0.079355], [-0.745510, 4.764767, 1.043602], [-2.393670, 4.563903, 1.650441], [-3.798950, 3.618866, -0.825172], [-3.918981, 2.727728, 0.681947], [-3.429462, 1.903607, -0.817273], [1.105516, 3.174535, 0.957878], [2.013258, 2.594752, 3.736338], [2.154813, 0.266550, 5.059183], [3.303007, -2.388528, 4.017545], [2.183147, -3.591411, 4.671962], [2.277867, -1.997426, 5.403462], [2.177309, -2.780099, 1.690544], [0.382954, -2.712074, 1.586056], [1.170774, -3.974094, 2.502363], [-0.218270, -1.641886, 5.101361], [-0.323630, -3.277439, 4.443675], [-0.974992, -1.909451, 3.526963], [1.228542, -1.799851, -0.932508], [0.166874, -2.780777, -1.181567], [0.380542, -3.987879, -1.773836], [-0.712170, -4.854923, -2.005629], [-1.980911, -4.494707, -1.653563], [-2.222959, -3.247827, -1.025694], [-3.499522, -2.797114, -0.618310], [-3.639011, -1.580693, -0.001106], [-2.502846, -0.803333, 0.238692], [-1.295276, -1.197357, -0.135638], [-1.134692, -2.397061, -0.780443], [1.497022, -1.365927, -1.822300], [2.065689, -2.240330, -0.555759], [1.376073, -4.287738, -2.078983], [-0.529375, -5.809930, -2.478264], [-2.813638, -5.158542, -1.847547], [-4.365767, -3.423099, -0.796372], [-4.605357, -1.215540, 0.314983], [-2.570697, 0.153862, 0.740614]], "forces_ev_per_angstrom": [[-0.2, 0.1, 0.4], [0.0, 0.0, 0.0], [0.0, 0.0, 0.0], [0.0, 0.0, -0.1], [0.0, 0.0, 0.0], [0.0, 0.0, 0.0], [0.0, 0.0, 0.0], [0.0, 0.0, 0.0], [0.0, 0.0, -0.1], [0.0, 0.0, 0.0], [0.0, 0.0, 0.0], [0.0, 0.0, 0.0], [0.0, 0.1, 0.0], [0.1, 0.0, -0.1], [0.0, 0.0, -0.1], [0.0, -0.1, 0.1], [0.0, 0.0, 0.0], [0.0, 0.0, 0.0], [-0.1, -0.1, 0.0], [0.1, 0.1, -0.1], [0.0, 0.0, 0.0], [0.0, 0.0, 0.0], [0.0, 0.0, 0.0], [0.0, 0.0, 0.0], [0.0, 0.0, 0.0], [0.0, 0.0, 0.0], [0.0, 0.0, 0.0], [0.0, 0.0, 0.0], [0.0, 0.0, 0.0], [0.0, 0.0, 0.0], [0.0, 0.0, 0.0], [0.0, 0.0, 0.0], [0.0, 0.0, 0.0], [0.0, 0.0, 0.0], [0.0, 0.0, 0.0], [0.0, 0.0, 0.0], [0.0, 0.0, 0.0], [0.0, 0.0, 0.0], [0.0, 0.0, 0.0], [0.0, 0.0, 0.0], [0.0, 0.0, 0.0], [0.0, 0.0, 0.0], [0.0, 0.0, 0.0], [0.0, 0.0, 0.0], [0.0, 0.0, 0.0], [0.0, 0.0, 0.0], [0.0, 0.0, 0.0], [0.0, 0.0, 0.0], [0.0, 0.0, 0.0], [0.0, 0.0, 0.0], [0.0, 0.0, 0.0], [0.0, 0.0, 0.0], [0.0, 0.0, 0.0], [0.0, 0.1, -0.2], [-0.1, 0.1, 0.1], [-0.1, 0.0, -0.1], [0.1, 0.0, 0.0], [0.0, 0.0, 0.0], [0.0, 0.0, 0.0], [0.0, 0.0, 0.0], [0.0, 0.0, 0.0], [0.0, 0.0, 0.0], [0.1, -0.2, -0.1], [0.1, 0.0, 0.0], [0.1, 0.0, 0.0], [0.0, 0.0, 0.1], [0.0, 0.0, 0.0], [0.0, 0.0, 0.0], [0.0, 0.0, 0.0], [0.0, 0.0, 0.0], [0.0, 0.0, 0.0], [0.0, 0.0, 0.0]], "mulliken_charge": [-2.021, -1.738, 0.724, -1.923, 1.208, -0.508, -1.780, -0.579, 0.922, 0.914, -1.530, -1.745, -0.713, 0.950, 0.428, 0.077, -1.698, -0.720, 0.180, 0.783, 2.397, -1.849, -1.382, -1.663, 0.462, 0.393, 0.315, 0.284, 0.460, 0.498, 0.435, 0.408, 0.402, 0.407, 0.033, 0.354, 0.299, 0.448, 0.450, 0.419, 0.390, 0.685, 0.541, 0.490, 0.410, 0.457, 0.401, 0.297, 0.099, 0.573, 0.416, 0.443, 0.275, 0.584, 0.039, -0.734, -0.815, -0.853, 0.409, -0.611, -1.190, 0.031, 0.361, 0.872, -0.139, 0.532, 0.551, 0.457, 0.474, 0.482, 0.488, 0.785]}


No. 2
{"formula": "C20H26F6MnN10Sb", "method": "wB97M-V/def2-TZVPD", "e_above_lowest_kcal_mol": 0.0, "total_charge": 3, "homo_energy_ev": [-16.391, -16.398], "spin_multiplicity": 6, "species": ["Mn", "C", "N", "C", "C", "N", "C", "C", "C", "C", "C", "C", "N", "C", "N", "C", "C", "C", "C", "C", "C", "N", "H", "H", "H", "H", "H", "H", "H", "H", "H", "H", "H", "H", "H", "H", "H", "C", "N", "C", "C", "N", "N", "C", "N", "N", "H", "H", "H", "H", "H", "H", "H", "H", "H", "H", "H", "F", "Sb", "F", "F", "F", "F", "F"], "coordinates": [[0.596531, 0.124383, -0.125998], [3.416890, -1.033639, 1.092308], [3.026563, -0.271536, -0.093247], [3.360595, -0.947029, -1.364610], [2.375568, -0.496677, -2.395232], [1.262656, 0.125571, -2.062501], [0.559962, 0.344425, -3.262210], [-0.661964, 0.963035, -3.512532], [-1.078502, 1.028038, -4.826623], [-0.303124, 0.497214, -5.870746], [0.911305, -0.111616, -5.634099], [1.319343, -0.174094, -4.306484], [2.469202, -0.695587, -3.712636], [2.524812, -0.685242, 2.225814], [1.334924, -0.063030, 2.038624], [0.752109, -0.023579, 3.243604], [-0.528830, 0.474712, 3.632010], [-0.869598, 0.356750, 4.938969], [0.022209, -0.243976, 5.890596], [1.290293, -0.742993, 5.540480], [1.622607, -0.619459, 4.225812], [2.746052, -0.989195, 3.499992], [4.466430, -0.915281, 1.378330], [3.251088, -2.100858, 0.903136], [3.499142, 0.627533, -0.074363], [3.265924, -2.026497, -1.228798], [4.383218, -0.739150, -1.686464], [-1.266121, 1.373765, -2.714819], [-2.022741, 1.497165, -5.067243], [-0.669093, 0.571264, -6.885367], [1.508313, -0.515536, -6.440249], [3.228839, -1.158550, -4.189050], [-1.189005, 0.912597, 2.897194], [-1.826963, 0.709410, 5.296945], [-0.298522, -0.317136, 6.922447], [1.933961, -1.197073, 6.281707], [3.549343, -1.493948, 3.853359], [-4.105153, -0.579719, 0.113396], [-3.597084, 0.791525, -0.052018], [-4.573662, 1.854581, -0.337529], [-2.291503, 1.017331, -0.058845], [-1.369252, 0.091853, 0.051413], [-1.895733, 2.341588, -0.215626], [-0.617348, 2.837315, -0.216079], [-0.519549, 4.162016, -0.324100], [0.436146, 2.062138, -0.119952], [-5.121148, -0.519570, 0.490081], [-3.517587, -1.125956, 0.849689], [-4.102612, -1.114546, -0.837006], [-5.560555, 1.406783, -0.369554], [-4.391902, 2.308328, -1.313662], [-4.582349, 2.610894, 0.449963], [-1.730626, -0.853732, 0.119940], [-2.634517, 3.017155, -0.330586], [-1.325452, 4.763545, -0.381041], [0.378708, 4.611324, -0.401581], [1.305065, 2.580536, -0.159073], [0.503004, -1.697912, -0.099038], [0.220518, -3.704984, 0.716670], [-0.278138, -4.006492, -1.038232], [-1.454592, -2.919851, 1.049470], [0.015034, -5.364624, 1.466079], [0.807775, -2.819847, 2.286022], [2.039084, -3.793867, 0.253118]], "forces_ev_per_angstrom": [[0.0, 0.5, 0.0], [0.0, -0.1, 0.1], [0.0, 0.0, 0.0], [0.0, 0.0, 0.0], [0.1, -0.1, 0.0], [-0.2, 0.0, -0.4], [0.1, 0.0, 0.2], [0.0, 0.0, 0.0], [0.0, 0.0, 0.0], [0.0, 0.0, 0.0], [0.0, 0.0, 0.0], [0.0, 0.0, -0.1], [-0.1, 0.0, 0.0], [-0.2, 0.1, -0.1], [0.1, 0.0, 0.1], [-0.1, 0.0, 0.2], [0.0, 0.0, -0.1], [0.0, 0.0, 0.1], [0.0, 0.0, 0.0], [0.0, 0.0, 0.0], [0.0, 0.0, -0.1], [0.0, -0.1, 0.0], [0.0, 0.0, 0.0], [0.0, 0.0, 0.0], [0.0, 0.0, 0.0], [0.0, 0.0, 0.0], [0.0, 0.0, 0.0], [0.0, 0.0, 0.0], [0.0, 0.0, 0.0], [0.0, 0.0, 0.0], [0.0, 0.0, 0.0], [0.0, 0.0, 0.0], [0.0, 0.0, 0.0], [0.0, 0.0, 0.0], [0.0, 0.0, 0.0], [0.0, 0.0, 0.0], [0.0, 0.0, 0.0], [0.0, 0.0, 0.0], [0.0, 0.0, 0.0], [0.0, 0.0, 0.0], [0.0, 0.0, -0.2], [-0.1, 0.0, 0.2], [0.1, 0.0, 0.1], [-0.1, 0.0, -0.1], [0.0, 0.0, 0.0], [0.0, -0.1, 0.1], [0.0, 0.0, 0.0], [0.0, 0.0, 0.0], [0.0, 0.0, 0.0], [0.0, 0.0, 0.0], [0.0, 0.0, 0.0], [0.0, 0.0, 0.0], [0.0, 0.0, 0.0], [0.0, 0.0, 0.0], [0.0, 0.0, 0.0], [0.0, 0.0, 0.0], [0.0, 0.0, 0.0], [0.3, -0.6, 0.0], [0.1, 0.6, -0.2], [0.0, -0.2, 0.0], [-0.1, 0.0, 0.1], [-0.1, 0.0, 0.0], [0.0, -0.1, 0.1], [0.0, 0.0, 0.0]], "mulliken_spin": [3.908, -0.005, 0.038, 0.004, 0.020, 0.043, 0.001, -0.002, -0.001, 0.001, 0.000, -0.003, 0.008, 0.119, 0.099, 0.252, 0.052, 0.086, 0.255, 0.042, 0.101, -0.016, 0.003, 0.018, 0.001, 0.001, -0.001, 0.003, 0.000, 0.000, 0.000, 0.000, 0.008, 0.006, -0.004, 0.006, -0.001, 0.001, 0.019, -0.002, 0.009, -0.006, 0.013, -0.004, 0.010, -0.092, 0.000, -0.001, 0.000, 0.000, 0.001, 0.001, 0.028, 0.000, -0.001, 0.000, 0.005, -0.033, 0.003, -0.001, -0.001, 0.000, 0.007, -0.001]}


No. 3
{"formula": "C15H11FeI2N4OSSe", "method": "wB97M-V/def2-TZVPD", "e_above_lowest_kcal_mol": 0.5, "total_charge": 0, "homo_energy_ev": [-8.327, -8.185], "spin_multiplicity": 6, "species": ["Fe", "I", "C", "C", "C", "I", "C", "O", "C", "C", "N", "C", "C", "C", "C", "C", "C", "N", "C", "H", "H", "H", "H", "H", "H", "H", "H", "H", "H", "H", "Se", "C", "N", "S", "C", "N"], "coordinates": [[0.440858, -0.742082, -0.220684], [-5.566047, -2.410614, -4.726915], [-3.781740, -2.199549, -3.669002], [-2.579145, -2.534823, -4.273022], [-1.393995, -2.389489, -3.571555], [0.416158, -2.881466, -4.465887], [-1.387957, -1.912068, -2.255269], [-0.251994, -1.794281, -1.586807], [-2.616853, -1.578698, -1.662132], [-2.618063, -1.074202, -0.249729], [-1.662052, 0.040923, -0.103750], [-1.785163, 0.775802, 1.149890], [-1.105520, 0.009318, 2.255101], [-1.476626, 0.142052, 3.581207], [-0.776338, -0.562483, 4.546113], [0.267515, -1.385556, 4.155586], [0.577961, -1.472020, 2.812660], [-0.095612, -0.784883, 1.881736], [-3.801094, -1.719438, -2.370365], [-2.560216, -2.905466, -5.288250], [-3.625733, -0.756080, 0.035926], [-2.311999, -1.864803, 0.443739], [-1.754975, 0.671990, -0.893695], [-1.278556, 1.736407, 1.033712], [-2.829291, 0.968641, 1.414445], [-2.303492, 0.787747, 3.844079], [-1.046224, -0.475187, 5.590137], [0.838229, -1.957871, 4.872014], [1.383114, -2.102034, 2.462241], [-4.739625, -1.453728, -1.900089], [3.931425, -3.745788, 1.213749], [2.813833, -2.581511, 0.535231], [2.036388, -1.800617, 0.126049], [1.742583, 3.698742, -0.934981], [1.315609, 2.186538, -0.709606], [0.976131, 1.066246, -0.528768]], "forces_ev_per_angstrom": [[0.0, 0.0, -0.2], [0.0, 0.0, 0.0], [0.0, 0.0, 0.0], [0.0, 0.0, 0.0], [0.0, 0.0, 0.0], [0.0, 0.0, 0.0], [0.0, 0.0, 0.0], [0.0, 0.0, 0.1], [0.0, 0.0, 0.0], [0.0, 0.0, 0.0], [0.0, 0.0, 0.0], [0.0, 0.0, 0.0], [0.0, 0.0, 0.0], [0.0, 0.0, 0.0], [0.0, 0.0, 0.0], [0.0, 0.0, 0.0], [0.0, 0.0, 0.0], [0.0, 0.0, 0.0], [0.0, 0.0, 0.0], [0.0, 0.0, 0.0], [0.0, 0.0, 0.0], [0.0, 0.0, 0.0], [0.0, 0.0, 0.0], [0.0, 0.0, 0.0], [0.0, 0.0, 0.0], [0.0, 0.0, 0.0], [0.0, 0.0, 0.0], [0.0, 0.0, 0.0], [0.0, 0.0, 0.0], [0.0, 0.0, 0.0], [0.0, 0.0, 0.0], [0.0, 0.0, 0.0], [0.0, 0.0, 0.0], [0.0, 0.0, 0.0], [0.0, 0.0, 0.0], [0.1, 0.0, -0.1]], "mulliken_spin": [4.323, 0.001, 0.023, -0.011, 0.032, 0.002, 0.007, 0.182, 0.017, 0.001, 0.065, 0.010, -0.003, 0.005, 0.001, 0.002, 0.004, 0.035, -0.013, -0.001, 0.001, -0.001, -0.006, -0.004, 0.001, 0.000, 0.000, 0.000, 0.004, -0.001, 0.091, 0.028, 0.034, 0.105, 0.032, 0.032]}